(1)
DFT (ωB97M-V/def2-TZVPD) results for a cluster of 4 separate species, CH12N2O3 in total in a non-equilibrium geometry.

Cartesian coordinates (Å):
N 1.57094 -0.60272 -1.88781
C 2.52056 -0.75239 -0.76182
N 2.69226 0.54756 -0.08572
H 1.84643 0.11332 -2.53034
H 1.37806 -1.48183 -2.35132
H 2.03917 -1.45819 -0.09159
H 3.47890 -1.08747 -1.14927
H 1.95451 0.59759 0.61554
H 2.42973 1.28467 -0.73178
O -1.07002 0.16613 -0.93979
H -0.21546 -0.17656 -1.22547
H -1.02690 1.10900 -0.88192
O -1.14395 -3.11132 -0.67662
H -0.88306 -2.26660 -0.29964
H -0.81643 -3.86544 -0.18693
O -3.72854 3.67157 3.90651
H -3.08585 3.07102 4.34912
H -4.54845 3.25911 4.12150

Properties
Spin multiplicity: 1
Gap between HOMO and LUMO, eV: 10.72
SMILES: NCN.O.O.O
Highest occupied orbital energy, eV: -10.016



(2)
DFT (ωB97M-V/def2-TZVPD) results for a cluster of 5 separate species, CH12N2O4 in total in a non-equilibrium geometry.

Cartesian coordinates (Å):
H -1.42902 -1.32115 0.18766
N -0.90486 -0.60746 -0.29929
C -1.07921 0.65084 -0.23754
N -0.13295 1.39295 -0.88005
H -1.85141 1.23058 0.26007
H 0.67648 1.07991 -1.38313
H -0.34542 2.36106 -1.06115
O 2.27309 -1.03221 -1.31529
H 1.41619 -1.41254 -1.05587
H 2.46588 -0.51353 -0.50782
O -1.13933 1.10811 2.81942
H -1.20221 0.27750 3.32280
H -0.25581 1.48136 2.98912
O -0.92804 -2.14390 2.88635
H -0.72179 -3.08051 2.93589
H -0.80251 -1.91542 1.95852
O 1.18793 1.01936 -3.83008
H 0.65486 0.60715 -3.16114
H 2.11814 0.81792 -3.62847

Properties
Spin multiplicity: 1
Gap between HOMO and LUMO, eV: 10.04
SMILES: [H]/N=C/N.O.O.O.O
Highest occupied orbital energy, eV: -9.542



(3)
DFT (ωB97M-V/def2-TZVPD) results for a cluster of 4 separate species, CH12NO3 in total.

Cartesian coordinates (Å):
C -0.40979 1.15548 -1.15760
N 0.09690 0.01384 -0.34786
H -0.34492 2.04592 -0.55213
H 0.18671 1.30357 -2.05149
H -1.43889 0.95031 -1.42800
H -0.41478 -0.00988 0.55233
H 1.10387 0.14648 -0.14786
H -0.05671 -0.89419 -0.81545
H -1.90748 -2.62035 -1.12157
H -1.13250 -2.64451 -2.41568
O -1.08688 -2.29215 -1.51380
H 3.54988 0.19598 0.98589
H 2.62098 1.31514 1.47431
O 2.77046 0.70726 0.74179
H -1.92663 -0.00745 2.60298
H -0.50969 0.32759 2.97913
O -1.10053 0.30695 2.21499

Properties
Spin multiplicity: 1
Net charge: +1
Gap between HOMO and LUMO, eV: 12.86
Highest occupied orbital energy, eV: -15.843



(4)
DFT (ωB97M-V/def2-TZVPD) results for a cluster of 5 separate species, CH12NO4 in total in a non-equilibrium geometry.

Cartesian coordinates (Å):
C 0.44053 -0.14651 -1.35830
N -0.83095 0.34469 -1.19489
H 0.79134 0.24508 -2.33961
H 0.36457 -1.22883 -1.63866
H 1.07296 0.14942 -0.54168
H -1.47661 0.05175 -1.93042
H -0.36142 -3.48121 -0.19383
H -1.19652 0.33253 -0.19074
O 0.00312 -2.61863 0.03734
H 0.41969 -2.73753 0.89662
H 1.97832 -0.56705 2.08527
O 1.25017 -0.83330 1.52605
H -1.58911 0.91121 1.91647
H 0.61967 -0.12236 1.36618
O -0.97420 0.65560 1.21082
H -0.18698 3.82814 0.02405
H -0.48536 2.29533 0.33797
O 0.16076 2.92168 -0.01265

Properties
Spin multiplicity: 1
Net charge: +1
Gap between HOMO and LUMO, eV: 4.81
Highest occupied orbital energy, eV: -14.788



(5)
DFT (ωB97M-V/def2-TZVPD) results for a cluster of 5 separate species, CH12NO4 in total in a non-equilibrium geometry.

Cartesian coordinates (Å):
C -1.02834 0.56893 -0.41551
N -0.70742 -0.34717 0.43287
H -0.25675 1.12209 -1.02600
H -2.10851 0.69522 -0.36002
H 0.36997 -0.28703 0.78770
H -1.38510 -1.03616 0.58991
H -2.33905 2.56883 -3.78905
H -2.61095 3.48958 -2.54491
O -2.21262 2.64557 -2.80602
H 1.56779 0.49651 3.29443
H 1.31139 1.99642 2.97305
O 1.22400 1.06119 2.54087
H 2.59280 0.58121 0.03632
H 3.15469 -0.77605 -0.45421
O 2.34386 -0.20502 -0.48440
H 0.73997 -3.69174 0.05115
H -0.61072 -4.41835 0.95240
O -0.01818 -3.71723 0.61857

Properties
Spin multiplicity: 2
Net charge: +2
Gap between HOMO and LUMO (spin up / spin down), eV: 10.44 / 2.01
Highest occupied orbital energy (spin up / spin down), eV: -18.686 / -17.367



(6)
DFT (ωB97M-V/def2-TZVPD) results for a cluster of 5 separate species, CH12O4S in total in a non-equilibrium geometry.

Cartesian coordinates (Å):
C 0.78348 -4.32165 -1.60279
S 0.58797 -2.60104 -2.26832
H -0.07212 -4.49535 -0.93031
H 1.67378 -4.29025 -0.98606
H 0.64696 -5.02712 -2.42589
H -0.37921 -2.95614 -3.12408
O -1.08321 4.77144 3.15141
H -0.24544 5.00180 3.56526
H -1.26683 5.53824 2.59660
O 0.44533 2.23843 -0.72341
H 0.07581 1.40938 -1.05383
H 0.63766 2.02917 0.20178
O -1.98487 -0.78320 0.55312
H -2.85746 -0.65842 0.93421
H -1.60738 -1.58179 0.93121
O 1.08557 2.19113 2.19334
H 0.12341 2.17778 2.24238
H 1.31994 3.12311 2.19320

Properties
Spin multiplicity: 1
Gap between HOMO and LUMO, eV: 9.50
SMILES: CS.O.O.O.O
Highest occupied orbital energy, eV: -8.967



In the order shown, the computed ΔE to the lowest compared entry with this formula, charge and spin values come out to 17.0, 29.1, 3.5, 169.1, 52.4, 19.2 kcal per mole.